Record 1
122
Properties=species:S:1:pos:R:3:forces:R:3:mulliken_charge:R:1 method="wB97M-V/def2-TZVPD" homo_energy_ev=-8.02 total_charge=0 lumo_energy_ev=-4.19
C -13.4410 -16.5977 -17.6851 0.8 0.6 1.3 -1.613
C -12.7278 -17.3143 -18.8481 -1.8 -0.1 -0.9 1.473
C -12.6360 -16.3978 -20.0487 1.2 1.0 -1.3 -0.375
C -11.4631 -15.3952 -19.9811 -1.0 -0.8 0.5 -1.162
C -10.1552 -16.1542 -19.7492 0.2 1.2 -0.7 -0.887
C -10.1041 -16.9771 -18.4552 0.3 1.2 -1.6 1.524
N -11.3864 -17.7914 -18.3917 0.6 -3.4 4.1 1.091
O -11.3494 -18.8054 -17.6447 -0.3 3.9 -3.4 -0.288
C -10.0650 -16.0145 -17.2644 -1.5 0.0 1.5 -1.586
C -8.8875 -17.8699 -18.4932 -0.4 -1.1 0.0 -1.967
C -13.5526 -18.5047 -19.3213 -0.3 -0.7 0.1 -1.944
H -13.4936 -17.1949 -16.7739 -0.2 -0.4 -0.2 0.396
H -14.4282 -16.2090 -17.9286 0.0 -0.6 -0.5 0.386
H -12.9172 -15.6993 -17.3517 0.2 0.0 -0.3 0.361
H -13.5681 -15.8825 -20.2866 -0.2 0.1 0.9 0.722
H -12.5186 -16.9513 -20.9832 0.4 -0.6 0.3 -0.547
H -11.6442 -14.7057 -19.1537 0.1 0.1 0.0 0.395
H -11.5065 -14.8032 -20.8941 0.5 0.0 0.0 0.560
H -9.3884 -15.3798 -19.6689 0.2 -0.2 0.2 0.640
H -9.8604 -16.7414 -20.6196 -0.4 -0.3 0.1 0.072
H -10.0610 -16.4904 -16.2798 0.8 -0.6 -0.2 0.378
H -11.0033 -15.4819 -17.0998 0.1 0.4 -0.8 0.332
H -9.2784 -15.2646 -17.3081 0.2 -0.3 -0.4 0.346
H -7.9652 -17.3432 -18.7344 -0.2 0.5 0.5 0.578
H -8.9558 -18.5933 -19.3100 -0.4 0.0 0.1 0.121
H -8.8541 -18.4185 -17.5515 0.6 0.2 -0.1 0.429
H -14.5646 -18.1790 -19.5666 0.1 0.4 0.0 0.573
H -13.6834 -19.3026 -18.5924 0.3 0.0 0.1 0.481
H -13.0756 -18.8892 -20.2213 0.0 -0.3 0.2 0.213
C -7.0510 -24.0569 -17.6622 0.9 -0.1 -0.3 -1.376
C -7.3528 -23.5187 -19.0700 0.4 1.6 1.3 0.150
N -6.8417 -22.0496 -19.1968 0.7 0.9 0.0 1.158
C -5.3071 -21.9422 -19.1917 -1.2 0.6 0.7 -1.186
C -7.2828 -21.6158 -20.6491 5.6 1.8 3.2 0.297
C -6.8750 -20.2188 -21.1044 1.0 1.1 2.1 -0.787
C -7.4092 -21.0856 -18.1136 -0.2 -0.2 -0.7 -2.055
C -8.9232 -21.1113 -18.0565 -0.4 1.1 0.2 -0.112
O -9.4065 -22.2693 -17.4561 -0.5 -0.2 -0.2 -0.450
C -10.8396 -22.2428 -17.3563 0.3 -1.7 0.1 -0.289
H -7.5216 -25.0132 -17.4402 -0.2 0.1 -0.3 0.071
H -7.2798 -23.3918 -16.8328 -0.5 0.2 -0.3 0.230
H -5.9778 -24.2380 -17.5604 0.1 -0.1 -0.2 0.383
H -8.4065 -23.3876 -19.3115 0.3 -0.3 0.5 -0.564
H -6.8877 -24.0192 -19.9175 0.1 -0.3 0.4 1.064
H -4.9665 -22.0547 -18.1647 0.1 -0.4 -0.1 0.366
H -5.0726 -20.9187 -19.4778 0.0 -0.1 -0.1 0.461
H -4.8393 -22.6224 -19.8989 -0.3 -0.2 0.1 0.284
H -8.3705 -21.6652 -20.6374 1.8 1.8 3.7 0.303
H -6.8397 -22.4345 -21.2124 -0.2 0.8 0.2 -0.244
H -7.5026 -19.9468 -21.9558 2.9 0.7 1.1 -1.271
H -5.8139 -20.0774 -21.2862 0.1 0.0 0.3 0.874
H -7.3140 -19.4978 -20.4091 0.8 0.2 0.6 -0.497
H -7.0668 -20.0920 -18.4007 -0.1 0.0 -0.2 0.477
H -7.0083 -21.2358 -17.1125 0.3 -0.7 -0.2 0.526
H -9.3766 -20.9036 -19.0349 0.7 -0.4 0.4 -0.374
H -9.3497 -20.2863 -17.4703 0.8 0.2 0.3 1.630
H -11.2288 -21.3114 -16.9438 0.1 0.0 0.0 0.180
H -11.0624 -23.1034 -16.7266 -0.1 0.3 0.5 0.442
H -11.3184 -22.4778 -18.3102 0.3 0.5 0.2 -0.325
C -9.1097 -20.0739 -22.2180 -3.5 -0.7 1.0 -0.811
C -8.4350 -21.3131 -22.3230 -1.9 0.4 -6.8 0.038
C -8.8847 -22.4536 -21.4762 -3.0 -5.8 -2.5 0.548
O -8.3326 -23.5901 -21.4981 -1.2 0.1 -1.7 -0.647
C -9.9474 -22.2830 -20.5570 -3.2 1.5 -0.9 -0.537
C -10.7069 -21.0606 -20.4489 1.1 -1.6 -1.7 0.817
C -10.2565 -19.8819 -21.3958 0.9 -1.1 -0.4 0.169
O -10.9153 -18.8317 -21.3906 -0.6 0.9 0.6 0.011
O -11.6412 -20.9117 -19.6634 -0.8 1.0 0.0 -0.174
O -7.4914 -21.3887 -23.1597 -1.4 -1.4 0.7 -0.531
H -8.7450 -19.2110 -22.7571 -0.1 -0.1 -0.4 0.683
H -10.3100 -23.1737 -20.0610 0.2 0.1 0.1 -0.192
C -7.8960 -19.4206 -26.1559 1.2 0.0 -0.4 -0.245
N -8.3913 -20.6811 -26.7675 -1.8 0.3 0.2 1.065
O -7.6936 -21.2226 -27.5835 0.5 -0.1 -0.2 -0.614
O -9.5103 -21.0616 -26.4475 0.5 0.2 0.1 -0.553
H -7.8429 -18.6377 -26.9112 -0.4 -0.2 -0.2 0.411
H -6.8534 -19.6618 -25.9590 0.0 0.2 0.6 0.230
H -8.4954 -19.0803 -25.3210 0.0 -0.5 0.0 -0.281
C -13.4953 -23.4167 -20.0633 1.8 -0.2 0.2 -0.327
N -13.7123 -24.8907 -20.2579 -1.9 1.1 0.3 0.952
O -13.8664 -25.5470 -19.2435 0.4 -0.3 -0.3 -0.552
O -13.8667 -25.2720 -21.3939 0.3 -0.3 0.0 -0.504
H -13.0825 -23.3207 -19.0619 -0.2 0.1 0.0 0.227
H -14.3531 -22.7646 -20.1979 -0.3 -0.6 -0.2 0.417
H -12.7062 -23.1750 -20.7733 -0.2 0.3 -0.1 -0.111
C -11.2332 -17.6944 -24.2177 0.9 -1.0 0.4 0.749
N -11.0713 -17.1238 -25.5745 -0.1 0.2 -0.2 1.032
O -10.3294 -17.6944 -26.3577 -0.4 0.3 0.4 -0.585
O -11.7066 -16.1180 -25.8172 0.1 0.0 -0.1 -0.621
H -10.3380 -18.2719 -23.9956 0.1 0.1 -0.1 -0.762
H -12.0175 -18.4483 -24.2406 -0.3 0.4 -0.1 -0.019
H -11.3408 -16.9348 -23.4504 -0.4 0.1 -0.3 0.150
C -4.9363 -19.5248 -23.7259 -1.1 -0.1 0.4 -0.642
N -4.3087 -18.3762 -24.4293 1.1 -2.0 -0.6 1.053
O -3.8300 -17.4854 -23.7574 -0.5 0.2 -0.4 -0.596
O -4.1937 -18.5543 -25.6335 -0.1 1.2 0.4 -0.558
H -5.9104 -19.1735 -23.3850 0.2 0.0 0.4 0.060
H -4.2933 -19.8771 -22.9236 0.0 0.4 0.1 0.454
H -5.1728 -20.3664 -24.3704 0.4 0.3 -0.5 0.320
C -5.4832 -23.7058 -22.8201 0.2 0.1 -0.5 -0.055
N -4.8649 -23.3413 -24.1206 2.0 0.0 -2.4 1.062
O -5.3960 -23.6071 -25.1854 -1.1 -0.2 1.3 -0.586
O -3.7344 -22.8464 -24.1448 -0.6 0.2 1.5 -0.594
H -5.6500 -22.7681 -22.2960 -0.2 -0.1 -0.4 -0.197
H -4.7557 -24.2717 -22.2412 0.0 -0.2 -0.3 0.253
H -6.3870 -24.2421 -23.0884 -0.1 0.2 0.5 0.323
Br -11.4633 -27.4234 -20.8318 0.3 -0.2 -0.1 -0.150
C -9.7059 -26.6161 -20.8460 0.1 0.6 0.3 -0.239
C -9.4149 -25.9414 -19.5458 0.0 0.4 1.6 0.712
Br -9.1146 -27.2490 -18.0313 0.0 0.7 -0.9 -0.186
H -9.7265 -25.8223 -21.5926 0.1 -0.2 -0.2 0.139
H -8.9234 -27.3391 -21.0617 -0.3 -0.2 -0.2 0.479
H -10.1781 -25.2728 -19.1458 -0.7 -0.6 -0.2 0.179
H -8.5976 -25.2211 -19.5639 0.4 -1.1 -0.4 -0.818
Br -14.8836 -22.0259 -23.3757 0.6 0.5 0.7 -0.089
C -13.7040 -20.5069 -22.9362 0.5 0.7 -0.6 -0.019
C -14.4701 -19.1810 -22.9411 -0.2 -0.9 -0.4 -0.510
Br -15.2203 -18.8302 -24.7130 0.1 0.2 0.2 -0.129
H -12.9196 -20.5311 -23.6927 -0.3 0.0 -0.3 0.425
H -13.1208 -20.5766 -22.0159 -0.6 -0.6 0.4 -0.184
H -13.8520 -18.3135 -22.7218 0.1 -0.2 0.2 0.016
H -15.3027 -19.2752 -22.2469 0.0 0.3 -0.1 0.578


Record 2
113
Properties=species:S:1:pos:R:3:forces:R:3:mulliken_charge:R:1 method="wB97M-V/def2-TZVPD" homo_energy_ev=-9.14 total_charge=0 lumo_energy_ev=0.30
C 3.1906 -3.2986 0.2267 0.1 0.3 -0.1 -1.093
C 2.9789 -3.5930 -1.2658 -0.1 -0.2 0.2 0.268
C 3.9963 -2.9536 -2.1709 -0.1 0.0 0.0 0.351
O 4.9596 -3.5172 -2.6054 -0.1 0.1 -0.1 -0.580
O 3.7318 -1.6697 -2.5812 0.4 0.1 0.0 -0.369
C 3.5476 -0.6822 -1.5629 -0.2 -0.3 -0.2 0.127
C 3.8030 0.6316 -2.2776 -0.2 0.2 0.2 -0.859
N 3.7259 1.8435 -1.4106 0.2 -0.4 0.2 0.082
S 2.3041 2.0192 -0.4551 -0.1 0.3 -0.1 -0.104
S 5.1007 2.1664 -0.5766 -0.5 0.1 0.1 0.956
O 4.9609 3.3695 0.1555 0.1 0.0 0.0 -0.455
O 5.6178 0.9947 0.0372 0.3 0.0 0.0 -0.439
F 6.0273 2.4712 -1.7899 0.2 0.0 -0.1 -0.259
H 2.5547 -3.9496 0.8226 0.1 -0.1 0.0 0.415
H 2.9280 -2.2716 0.4786 -0.1 0.0 0.0 0.182
H 4.2340 -3.4452 0.5102 0.0 -0.1 0.1 0.335
H 1.9735 -3.3040 -1.5728 0.1 0.0 0.0 0.021
H 3.0868 -4.6659 -1.4221 0.0 0.0 0.0 0.334
H 4.2573 -0.8453 -0.7523 0.0 0.1 0.0 0.466
H 2.5243 -0.7302 -1.1862 0.0 0.0 0.1 0.339
H 4.7927 0.6038 -2.7280 0.0 0.0 -0.1 0.390
H 3.0553 0.7751 -3.0534 0.1 0.0 -0.1 -0.046
H 2.6438 1.2921 0.6298 -0.1 -0.2 -0.1 0.028
C 2.0578 3.1559 3.3435 0.0 -0.1 -0.1 -1.095
C 2.6027 1.7719 3.5935 0.1 0.1 0.0 0.966
O 2.4301 0.8652 2.8097 0.0 0.0 -0.1 -0.555
C 3.3832 1.5706 4.8674 0.0 -0.1 0.0 -1.197
H 1.5184 3.1801 2.3996 0.0 0.0 0.0 0.200
H 1.3860 3.4434 4.1542 0.0 0.0 0.0 0.391
H 2.8750 3.8783 3.3089 0.0 0.0 0.0 0.315
H 2.7579 1.8031 5.7311 0.0 0.1 0.0 0.373
H 4.2437 2.2416 4.8840 0.0 0.0 0.0 0.340
H 3.7232 0.5401 4.9307 0.0 0.0 0.0 0.297
C 5.2641 6.2882 -0.8915 -0.1 0.2 0.1 -0.906
C 5.3151 7.7535 -0.5353 0.0 0.0 0.0 0.730
O 4.8735 8.1724 0.5091 0.0 0.0 0.0 -0.558
C 5.9467 8.6789 -1.5504 0.0 0.1 0.1 -1.109
H 4.7908 5.7302 -0.0930 0.0 0.0 0.0 0.250
H 4.6979 6.1533 -1.8158 0.1 0.0 0.0 0.337
H 6.2728 5.9042 -1.0531 0.0 0.0 -0.1 0.323
H 5.4062 8.6206 -2.4969 0.0 0.0 0.0 0.310
H 6.9802 8.3811 -1.7357 0.0 0.0 -0.1 0.310
H 5.9238 9.7012 -1.1811 0.0 0.0 0.0 0.310
C -2.1445 -4.2453 -1.5785 0.2 -0.1 -0.1 -1.017
C -1.3414 -2.9781 -1.4671 -0.1 0.0 0.0 0.863
O -0.1645 -2.9368 -1.7583 -0.1 0.0 0.0 -0.659
C -2.0862 -1.7638 -0.9845 0.2 0.1 0.0 -0.752
H -1.5083 -5.0542 -1.9333 0.0 0.0 0.0 0.293
H -2.5697 -4.5106 -0.6090 -0.1 0.1 0.0 0.333
H -2.9599 -4.0835 -2.2836 -0.1 0.0 0.1 0.206
H -2.4896 -1.9510 0.0122 -0.1 0.0 -0.1 0.106
H -2.9212 -1.5528 -1.6556 -0.1 -0.1 0.1 0.309
H -1.4118 -0.9091 -0.9540 0.0 0.0 0.0 0.248
C -6.1456 -1.3447 2.5364 0.0 0.0 -0.2 -1.063
C -4.6596 -1.5519 2.4091 0.0 0.0 0.1 0.838
O -4.1840 -2.2254 1.5204 0.0 0.0 0.0 -0.583
C -3.8003 -0.8719 3.4420 0.2 -0.1 -0.2 -0.805
H -6.6590 -1.8774 1.7398 0.0 0.0 0.0 0.214
H -6.5007 -1.7185 3.4969 0.0 0.0 0.0 0.352
H -6.3741 -0.2786 2.4770 0.0 0.0 0.1 0.346
H -4.0697 -1.2225 4.4400 -0.1 0.1 0.0 0.348
H -3.9655 0.2051 3.3951 0.0 0.0 0.1 0.102
H -2.7518 -1.0939 3.2521 0.0 0.0 0.0 0.275
C -0.6551 0.8969 -5.3349 0.1 -0.1 0.0 -1.116
C 0.5237 1.6582 -4.7799 0.0 0.0 0.0 0.909
O 1.6315 1.1759 -4.7530 0.0 0.0 0.0 -0.597
C 0.2509 3.0465 -4.2535 0.1 0.0 0.0 -1.173
H -0.3284 -0.0829 -5.6746 0.0 0.0 0.0 0.292
H -1.4193 0.7795 -4.5642 0.0 0.1 0.0 0.317
H -1.0976 1.4459 -6.1682 0.0 0.0 0.0 0.382
H -0.4834 3.0027 -3.4471 0.0 0.0 0.0 0.305
H -0.1575 3.6748 -5.0470 -0.1 0.0 0.0 0.393
H 1.1734 3.4858 -3.8809 0.0 0.0 0.0 0.257
C -10.5344 -3.5201 2.1558 0.0 0.1 0.1 -1.155
C -9.1544 -3.9336 2.6080 0.0 0.0 0.0 0.888
O -8.5463 -3.3085 3.4442 0.0 0.0 0.0 -0.528
C -8.5698 -5.1644 1.9588 0.1 0.0 0.1 -1.155
H -10.8430 -2.6254 2.6909 0.0 0.0 0.0 0.301
H -10.5322 -3.3212 1.0827 0.0 -0.1 0.0 0.320
H -11.2476 -4.3237 2.3471 0.0 0.0 -0.1 0.344
H -8.5002 -5.0208 0.8791 -0.1 0.0 0.0 0.322
H -9.2131 -6.0267 2.1429 0.0 0.0 -0.1 0.382
H -7.5788 -5.3564 2.3622 0.0 0.0 0.0 0.289
C 7.0772 -0.9683 2.2703 -0.1 -0.1 0.0 -0.825
C 7.6208 -2.3462 1.9846 0.0 0.0 0.0 0.831
O 6.9219 -3.3306 2.0350 0.0 0.0 0.0 -0.552
C 9.0868 -2.4336 1.6288 0.0 -0.1 0.0 -1.177
H 6.0169 -1.0384 2.5036 0.0 0.0 0.0 0.183
H 7.6069 -0.5236 3.1154 0.1 0.0 0.0 0.422
H 7.2083 -0.3201 1.4040 0.1 0.0 0.0 0.190
H 9.6945 -2.0355 2.4435 0.0 0.1 0.0 0.342
H 9.2893 -1.8399 0.7358 0.0 0.0 0.0 0.306
H 9.3578 -3.4702 1.4448 0.0 0.0 0.0 0.316
C -3.7196 3.9031 4.6831 0.1 -0.1 -0.1 -1.050
C -4.9822 3.2341 4.1985 0.0 0.0 0.0 0.767
O -4.9549 2.1757 3.6142 -0.1 0.1 0.0 -0.496
C -6.2800 3.9498 4.4795 0.0 -0.1 -0.1 -1.149
H -2.8573 3.2942 4.4227 0.0 0.0 0.0 0.252
H -3.6204 4.8896 4.2271 0.0 0.0 0.0 0.327
H -3.7589 4.0360 5.7656 0.0 0.1 0.0 0.333
H -6.2697 4.9379 4.0163 0.0 0.0 0.1 0.341
H -6.4075 4.0843 5.5549 0.0 0.1 0.0 0.338
H -7.1116 3.3717 4.0847 0.0 0.0 0.0 0.281
C -4.1135 -4.3727 -6.1722 -0.1 0.0 0.1 -1.234
C -3.6270 -3.2838 -5.2484 0.0 0.0 0.0 0.835
O -3.9835 -3.2229 -4.0944 0.0 0.0 -0.1 -0.577
C -2.6680 -2.2757 -5.8326 0.0 0.0 0.1 -0.883
H -4.7919 -5.0323 -5.6372 0.0 0.0 0.0 0.322
H -4.6294 -3.9345 -7.0283 0.1 0.0 0.0 0.349
H -3.2662 -4.9482 -6.5489 0.0 0.0 -0.1 0.320
H -3.1323 -1.7624 -6.6767 0.0 0.0 0.0 0.415
H -1.7711 -2.7800 -6.1963 0.0 0.0 -0.1 0.384
H -2.3904 -1.5499 -5.0717 0.0 0.0 0.0 0.037